No. 1
This record from OMol25 describes a molecular structure, C42H47N9O8PRu at a distorted geometry. The level of theory is wB97M-V/def2-TZVPD.

Output
Electronic energy   -85983.103 eV
Multiplicity   2
LUMO energy (alpha / beta)   -0.0137 / -0.0419 Ha
<S²>   0.76

CARTESIAN COORDINATES (ANGSTROEM)
Ru 0.20502 0.14030 -0.09515
O 0.30351 -3.84027 -0.52518
C 0.08740 -2.64140 -0.59757
N 0.94525 -1.63554 -0.34101
C 2.25439 -1.89806 0.21820
C 2.76732 -0.64926 0.90366
C 3.87353 -0.67489 1.73577
C 4.38450 0.51646 2.22211
C 3.78995 1.70945 1.84543
C 2.65687 1.65871 1.06125
N 2.14057 0.50960 0.61984
C -1.26190 -2.10230 -1.04422
C -2.22222 -2.91998 -1.60037
C -3.39836 -2.34738 -2.06446
C -3.56870 -0.97550 -1.96018
C -2.56766 -0.21875 -1.37492
N -1.45044 -0.77806 -0.91376
H 2.95981 -2.15173 -0.58088
H 2.22851 -2.74523 0.90816
H 4.32143 -1.62638 1.99135
H 5.24575 0.51395 2.87772
H 4.18045 2.66399 2.16704
H 2.13355 2.56314 0.77948
H -2.01392 -3.97905 -1.67038
H -4.16832 -2.96275 -2.51141
H -4.46134 -0.48945 -2.32830
H -2.63986 0.85735 -1.26298
O -0.63416 6.27972 2.02501
C -0.48088 5.09592 1.88201
C -0.02738 4.08693 2.94296
O 0.26547 4.31455 4.09109
C 0.00219 2.74790 2.26372
C -0.48502 2.92219 0.94494
O -0.62437 1.96214 0.06538
C -0.68140 4.30870 0.61147
O -0.92079 4.79462 -0.49569
O 0.44722 1.69697 2.75479
O -0.37418 -0.96013 1.73112
P -0.98986 -0.77529 3.10236
N -1.63493 -2.27861 3.38722
C -1.92369 -3.26870 2.33440
C -3.10147 -4.06095 2.89931
C -2.86300 -3.99473 4.40866
C -2.39222 -2.55590 4.60287
N -2.23650 0.30066 3.18735
C -2.94867 0.57674 1.91670
C -3.66227 1.90576 2.14793
C -3.82681 1.97050 3.66364
C -2.53661 1.34586 4.18006
N 0.03116 -0.57579 4.36847
C 0.08662 0.44825 5.42999
C 1.25796 -0.02038 6.28114
C 2.24773 -0.51770 5.23079
C 1.35694 -1.21233 4.20213
H -1.05727 -3.91691 2.17333
H -2.15008 -2.79220 1.38065
H -3.13497 -5.07845 2.51130
H -4.04359 -3.56249 2.65669
H -2.07040 -4.69127 4.69007
H -3.75122 -4.21938 4.99795
H -1.76802 -2.42696 5.49036
H -3.25442 -1.87991 4.69590
H -3.66385 -0.22886 1.70783
H -2.25645 0.63612 1.08495
H -4.61012 1.95465 1.61283
H -3.03564 2.73193 1.80786
H -4.68763 1.37627 3.97928
H -3.95314 2.98788 4.03103
H -2.67457 0.91484 5.16996
H -1.74371 2.09464 4.23915
H -0.83893 0.47561 5.99737
H 0.28606 1.43876 5.02264
H 0.95205 -0.84555 6.92954
H 1.65395 0.78252 6.90134
H 3.00000 -1.19345 5.63746
H 2.75355 0.33575 4.77445
H 1.27929 -2.28720 4.39807
H 1.72400 -1.08010 3.18765
C 5.24725 0.66184 -5.84919
C 4.18353 1.71624 -5.68520
C 3.93033 2.31095 -4.45594
C 2.94861 3.28140 -4.30218
C 2.16529 3.65765 -5.38556
N 1.14592 4.62837 -5.30102
C 0.45685 5.12896 -4.20554
O 0.00582 6.25247 -4.22201
N 0.29878 4.28586 -3.12362
C 0.23338 2.89231 -3.16764
C -0.33021 2.19515 -4.22384
C -0.34220 0.81026 -4.18966
C 0.18488 0.16000 -3.09926
N 0.71102 0.81789 -2.05315
C 0.74694 2.15625 -2.10477
C 2.42706 3.08814 -6.62961
C 3.42269 2.13793 -6.77328
H 5.76947 0.48091 -4.91044
H 5.98450 0.96218 -6.59561
H 4.81265 -0.28262 -6.18220
H 4.52066 2.02452 -3.59263
H 2.80876 3.75963 -3.34191
H 1.04030 5.22574 -6.10570
H -0.03320 4.73006 -2.26205
H -0.75356 2.73411 -5.06126
H -0.77026 0.23793 -5.00076
H 0.22184 -0.92017 -3.04842
H 1.20444 2.67243 -1.27537
H 1.84472 3.39824 -7.49006
H 3.61055 1.71206 -7.75265

Atomic partial charges in e from the Löwdin method, atoms 1 to 2: 1.410 0.061

No. 2
This record from OMol25 describes a molecular structure, C42H48N2O7SeTa at a distorted geometry. The level of theory is wB97M-V/def2-TZVPD.

Output
Electronic energy   -128542.992 eV
Total charge   +1
LUMO energy   -0.1462 Ha

CARTESIAN COORDINATES (ANGSTROEM)
Ta 13.44564 12.17748 13.11888
O 7.91710 13.39515 15.56538
C 9.22691 13.11014 15.42398
C 9.67960 11.77031 15.39883
C 10.95558 11.64066 14.88057
N 11.66722 12.62828 14.32806
C 11.29601 13.90601 14.49940
C 10.07109 14.20779 15.08950
C 12.39051 14.84880 14.09336
O 12.43332 16.04165 14.18423
O 13.48477 14.11673 13.61220
C 11.73320 10.32375 14.76768
O 11.29990 9.26597 15.15427
O 12.93948 10.51596 14.15746
H 7.47460 12.58952 15.87173
H 9.16305 10.87191 15.78376
H 9.77663 15.26286 15.17822
C 15.93611 8.30058 6.41188
C 16.78190 8.48529 7.69934
C 17.26110 7.07146 8.08161
C 18.04043 9.30393 7.43698
C 15.89535 9.16331 8.73237
C 16.11315 10.44697 9.17687
C 15.29549 10.94895 10.21818
Se 15.57558 12.70294 11.00320
C 16.93539 12.09463 12.28431
C 18.24188 11.94503 11.91708
C 19.17006 11.51359 12.89788
C 18.73930 11.26754 14.21124
C 17.41408 11.44386 14.65632
C 16.53437 11.78870 13.59813
O 15.17470 11.88366 13.83822
C 17.06844 11.20510 16.14454
C 17.81274 12.23375 16.99839
C 15.55604 11.43700 16.37199
C 17.49625 9.78190 16.52454
C 20.59361 11.33163 12.45470
C 20.71300 10.58392 11.06593
C 21.44707 10.50197 13.43331
C 21.34018 12.70149 12.24588
C 14.22808 10.21741 10.72590
O 13.50272 10.76846 11.72234
C 13.91244 8.91336 10.14839
C 14.85876 8.40769 9.27238
C 12.53138 8.22100 10.32985
C 12.51479 7.58594 11.74573
C 12.30161 7.11462 9.26352
C 11.41903 9.26036 10.28706
H 16.50562 7.77721 5.61502
H 15.06072 7.62169 6.50796
H 15.68044 9.26050 5.97273
H 17.97204 6.74933 7.35039
H 17.76460 7.08414 9.06892
H 16.44873 6.33529 8.08139
H 18.64019 8.81232 6.65200
H 17.78849 10.29707 7.04849
H 18.63448 9.43025 8.35270
H 16.90704 11.06798 8.74425
H 18.58148 12.23634 10.91642
H 19.47724 10.94343 14.91751
H 17.54080 13.27944 16.75605
H 17.55796 12.08829 18.07433
H 18.90593 12.14162 16.92605
H 15.23388 12.45179 16.15781
H 14.88946 10.78903 15.78822
H 15.36556 11.18737 17.42917
H 18.58520 9.68794 16.65366
H 17.10136 9.48786 17.50599
H 17.23005 9.10678 15.72398
H 20.26476 9.59127 11.11141
H 20.27644 11.14354 10.21646
H 21.75455 10.37954 10.90752
H 20.97366 9.52965 13.67329
H 22.44002 10.34209 13.00680
H 21.60466 11.01724 14.38173
H 20.81908 13.30861 11.53958
H 21.51414 13.23131 13.17232
H 22.35760 12.47540 11.84503
H 14.76756 7.36621 8.90316
H 13.08128 6.64919 11.80339
H 12.74467 8.27628 12.53998
H 11.48026 7.29791 11.89975
H 12.94202 6.24750 9.37347
H 11.31913 6.74340 9.34331
H 12.42769 7.52281 8.26613
H 11.30577 9.77646 11.24000
H 11.56750 10.07074 9.53986
H 10.42462 8.80400 10.05916
N 12.27012 13.12160 11.45182
C 12.05088 14.04300 10.77746
C 11.62501 14.98896 9.85032
C 11.21470 14.61577 8.56840
C 10.76196 15.55877 7.69726
C 10.78803 16.90132 8.06636
C 11.20292 17.27786 9.35274
C 11.73733 16.35440 10.21240
H 11.24838 13.54031 8.30509
H 10.36911 15.26290 6.72728
H 10.47385 17.64419 7.35920
H 11.04548 18.30126 9.67227
H 12.16208 16.62508 11.18319

Atomic partial charges in e from the Löwdin method, atoms 1 to 2: 1.854 0.116

We obtain energy relative to the best compared isomer or geometry (same formula, charge and spin) values of 0.000 1.501 eV for the records listed above, in that order.